# 1
CH3Br3Ca2F2O4PRb | wB97M-V/def2-TZVPD

For the largest force on an atom, the calculation gives 3.3 eV Å⁻¹. For the HOMO energy (spin up / spin down), the calculation gives -7.282 / -11.894 eV.

```
! RIJCOSX wB97M-V def2-TZVPD def2/J DEFGRID3
* xyz 1 2
Rb -9.42997 4.10072 13.06466
Ca -5.85972 1.49544 15.54796
Ca -5.96563 2.48260 12.27548
O -5.30916 0.68360 13.47870
H -5.23936 -0.27789 13.63743
O -6.68784 3.21110 14.28559
H -6.23477 4.01203 14.61388
O -8.09016 1.41594 12.67363
P -8.77997 0.57846 13.77385
O -7.94158 0.43940 15.03372
F -9.21486 -0.90969 13.24324
F -10.12681 1.42518 14.14149
C -10.89817 -3.62224 11.92853
Br -10.79240 -4.83410 10.36598
Br -11.36418 -4.62189 13.59962
Br -12.13227 -2.19323 11.65800
H -9.94805 -3.15681 12.19070
*
```

Charges computed using Mulliken, reported in e: number 1, Rb, carries 0.653; number 2, Ca, carries 1.483; number 3, Ca, carries 0.944; number 4, O, carries -0.942; number 5, H, carries 0.204; number 6, O, carries -0.891; number 7, H, carries 0.233; number 8, O, carries -0.566; number 9, P, carries 0.950; number 10, O, carries -0.695; number 11, F, carries -0.079; number 12, F, carries -0.280; number 13, C, carries -0.149; number 14, Br, carries -0.008; number 15, Br, carries -0.032; number 16, Br, carries -0.018; number 17, H, carries 0.193

# 2
CH3Br3P | wB97M-V/def2-TZVPD

For the largest force on an atom, the calculation gives 2.8 eV Å⁻¹. For the HOMO energy, the calculation gives -14.836 eV.

```
! RIJCOSX wB97M-V def2-TZVPD def2/J DEFGRID3
* xyz 1 1
C 0.52801 1.41131 -0.32957
P 4.85590 -0.10098 -1.11125
Br 5.00080 1.42113 0.45898
Br 1.81424 0.11376 -1.07207
Br 4.69881 -2.00634 0.13030
H -0.14260 1.76037 -1.08556
H 0.80524 2.32985 0.13130
H 0.17173 0.79697 0.42173
*
```

Charges computed using Mulliken, reported in e: number 1, C, carries -0.680; number 2, P, carries 0.483; number 3, Br, carries 0.139; number 4, Br, carries 0.019; number 5, Br, carries 0.117; number 6, H, carries 0.311; number 7, H, carries 0.343; number 8, H, carries 0.267

# 3
CH3BrCl2OSi | wB97M-V/def2-TZVPD

For the largest force on an atom, the calculation gives 4.3 eV Å⁻¹. For the HOMO energy, the calculation gives -8.319 eV.

```
! RIJCOSX wB97M-V def2-TZVPD def2/J DEFGRID3
* xyz 0 1
C -0.15099 -0.05756 0.05220
O -1.51095 0.17667 0.16978
Si -2.92013 -0.62693 0.36098
Cl -0.44811 -2.59457 -1.60911
Cl -3.37000 -1.78393 1.86262
Br -4.33018 0.66134 -0.54517
H 0.04564 -0.97843 -0.69028
H 0.28964 -0.16827 1.09826
H 0.19886 0.93823 -0.34858
*
```

Charges computed using Mulliken, reported in e: number 1, C, carries -0.305; number 2, O, carries -0.030; number 3, Si, carries 0.603; number 4, Cl, carries -0.668; number 5, Cl, carries -0.077; number 6, Br, carries -0.039; number 7, H, carries 0.134; number 8, H, carries 0.211; number 9, H, carries 0.171

# 4
CH3BrClN | wB97M-V/def2-TZVPD

For the largest force on an atom, the calculation gives 4.9 eV Å⁻¹. For the HOMO energy (spin up / spin down), the calculation gives -8.867 / -8.869 eV.

```
! RIJCOSX wB97M-V def2-TZVPD def2/J DEFGRID3
* xyz 0 1
C 0.94743 -0.17436 -0.06975
N -1.05435 0.34184 0.47648
Cl -1.17081 1.76079 -0.33238
Br -2.10817 -1.18323 0.00333
H 1.13997 0.84580 -0.24250
H 1.15462 -0.53546 0.88034
H 1.09131 -1.05538 -0.71552
*
```

Charges computed using Mulliken, reported in e: number 1, C, carries -0.550; number 2, N, carries -0.276; number 3, Cl, carries -0.032; number 4, Br, carries -0.014; number 5, H, carries 0.333; number 6, H, carries 0.261; number 7, H, carries 0.278

# 5
CH3BrN2O | wB97M-V/def2-TZVPD

For the largest force on an atom, the calculation gives 6.2 eV Å⁻¹. For the HOMO energy, the calculation gives -9.138 eV.

```
! RIJCOSX wB97M-V def2-TZVPD def2/J DEFGRID3
* xyz 0 1
C 0.69878 0.43782 -0.88815
N -0.26844 -0.11809 1.61126
N -0.48056 -0.44700 0.37313
O -1.08297 -0.57402 2.41963
Br -0.08633 0.42256 -2.51208
H 1.74867 -0.04111 -0.63291
H 0.75718 1.33339 -0.38248
H -1.28634 -1.01353 0.01159
*
```

Charges computed using Mulliken, reported in e: number 1, C, carries -0.259; number 2, N, carries -0.001; number 3, N, carries -0.022; number 4, O, carries -0.496; number 5, Br, carries -0.040; number 6, H, carries 0.305; number 7, H, carries 0.312; number 8, H, carries 0.201

# 6
CH3BrNO2S | wB97M-V/def2-TZVPD

For the largest force on an atom, the calculation gives 4.9 eV Å⁻¹. For the HOMO energy, the calculation gives -3.842 eV.

```
! RIJCOSX wB97M-V def2-TZVPD def2/J DEFGRID3
* xyz -1 1
C -0.69538 -0.94994 -0.00275
N 0.65823 0.19275 -1.01366
O -0.09859 2.02005 0.56890
O 1.39813 0.27219 1.54992
S 1.19403 1.34077 0.47574
Br -1.01608 -2.40933 -1.21317
H -1.41329 -0.23117 0.24451
H -0.15791 -1.13330 0.90674
H 0.13087 0.89798 -1.51622
*
```

Charges computed using Mulliken, reported in e: number 1, C, carries -0.514; number 2, N, carries -0.592; number 3, O, carries -0.598; number 4, O, carries -0.636; number 5, S, carries 0.509; number 6, Br, carries -0.214; number 7, H, carries 0.419; number 8, H, carries 0.369; number 9, H, carries 0.257